1.
ORCA calculation (ωB97M-V/def2-TZVPD) on a molecular structure, C33H39N5S2Zr.

The value obtained for the lowest unoccupied orbital energy is -0.2400 Ha. The gap between HOMO and LUMO is 7.0 eV. Its highest occupied orbital energy is -13.55 eV. The molar mass comes out at 661.07 Da. As for the charge: +2. The total energy comes out at -2397.78549 Ha.

The geometry in XYZ format:
```
80
Properties=species:S:1:pos:R:3:lowdin_charge:R:1
Zr -0.57 -0.82 0.15 1.68
S -0.65 -3.44 0.31 0.63
C 0.75 -2.98 1.22 -1.11
N 1.14 -1.71 1.14 -0.19
C 2.22 -1.42 1.99 -0.29
C 2.84 -0.19 2.16 -0.01
C 3.91 -0.12 3.03 -0.05
C 4.36 -1.26 3.72 -0.05
C 3.74 -2.49 3.55 -0.05
C 2.66 -2.55 2.68 -0.43
S 1.66 -3.93 2.29 1.15
H 2.50 0.68 1.62 0.10
H 4.41 0.82 3.19 0.12
H 5.20 -1.18 4.39 0.12
H 4.09 -3.36 4.09 0.12
C 4.44 2.06 -0.35 -0.05
C 3.05 2.40 -0.89 -0.39
C 2.98 3.85 -1.37 -0.04
C 2.65 1.42 -1.99 -0.13
C 3.49 1.31 -3.09 -0.01
C 3.27 0.37 -4.08 -0.03
C 2.22 -0.53 -3.96 -0.01
C 1.36 -0.46 -2.87 -0.14
C 0.26 -1.50 -2.77 -0.40
C 0.76 -2.93 -2.98 -0.05
C -0.94 -1.18 -3.66 -0.03
C 1.54 0.56 -1.94 -0.14
N 0.57 0.69 -0.87 -0.08
C 0.19 1.90 -0.46 -0.06
C -0.59 2.03 0.69 -0.31
C -1.16 3.11 1.35 0.04
C -1.85 2.60 2.44 0.02
C -1.71 1.22 2.43 -0.21
N -0.93 0.85 1.38 -0.07
C -2.26 0.18 3.37 -0.54
C -1.69 0.45 4.78 -0.01
C -3.79 0.28 3.40 -0.02
C -1.85 -1.21 2.91 -0.07
H 4.68 2.70 0.50 0.09
H 5.21 2.23 -1.10 0.09
H 4.50 1.02 -0.04 0.08
H 2.37 2.30 -0.04 0.10
H 3.68 4.02 -2.20 0.09
H 3.26 4.54 -0.57 0.09
H 1.99 4.13 -1.74 0.08
H 4.35 1.96 -3.16 0.12
H 3.94 0.31 -4.93 0.12
H 2.09 -1.29 -4.71 0.12
H -0.12 -1.52 -1.72 0.00
H 1.08 -3.05 -4.01 0.09
H -0.04 -3.65 -2.80 0.08
H 1.60 -3.17 -2.33 0.10
H -0.61 -1.22 -4.70 0.10
H -1.34 -0.18 -3.48 0.08
H -1.74 -1.91 -3.53 0.08
H 0.47 2.77 -1.05 0.14
H -1.06 4.15 1.07 0.13
H -2.40 3.17 3.18 0.13
H -1.98 1.44 5.13 0.09
H -0.60 0.39 4.79 0.10
H -2.08 -0.29 5.48 0.10
H -4.12 1.27 3.74 0.09
H -4.19 -0.46 4.10 0.10
H -4.23 0.10 2.42 0.09
H -0.76 -1.33 2.89 0.07
H -2.32 -1.47 1.94 0.05
H -2.22 -1.99 3.59 0.12
N -6.14 -0.49 -2.94 0.19
C -5.02 -0.60 -2.22 -0.28
C -4.23 0.53 -1.91 0.02
C -3.11 0.37 -1.15 -0.13
N -2.67 -0.83 -0.69 -0.13
C -3.44 -1.91 -0.98 -0.14
C -4.59 -1.85 -1.71 0.02
H -6.45 0.41 -3.29 0.13
H -6.72 -1.28 -3.15 0.13
H -4.51 1.52 -2.25 0.13
H -2.52 1.24 -0.89 0.11
H -3.10 -2.86 -0.59 0.08
H -5.15 -2.75 -1.89 0.13
```

=====

2.
ORCA calculation (ωB97M-V/def2-TZVPD) on 14 unconnected molecules or ions with the total composition C39H102N9O38P5.

The value obtained for the lowest unoccupied orbital energy is -0.0218 Ha. The gap between HOMO and LUMO is 9.9 eV. The energy above the lowest of the compared OMol25 structures with the same formula, charge and spin is 4.4 kcal per mole. Its highest occupied orbital energy is -10.47 eV. The molar mass comes out at 1460.14 Da. The total energy comes out at -6605.54038 Ha.

The geometry in XYZ format:
```
193
Properties=species:S:1:pos:R:3:lowdin_charge:R:1
C 0.66 -11.26 -15.33 -0.08
C 0.27 -10.30 -16.42 -0.22
O 0.67 -10.93 -17.70 -0.18
P 0.96 -10.01 -18.95 0.35
O -0.21 -9.30 -19.48 -0.23
O 1.63 -11.02 -19.97 -0.15
C 1.07 -11.19 -21.28 -0.27
C 1.53 -10.24 -22.34 -0.08
O 2.15 -9.10 -18.44 -0.18
C 2.61 -8.03 -19.29 -0.26
C 1.97 -6.71 -18.91 -0.07
H 1.73 -11.32 -15.14 0.08
H 0.31 -10.91 -14.34 0.08
H 0.24 -12.26 -15.42 0.08
H -0.79 -10.07 -16.46 0.12
H 0.90 -9.41 -16.31 0.11
H 1.33 -12.22 -21.54 0.12
H -0.02 -11.24 -21.22 0.11
H 1.32 -9.18 -22.17 0.07
H 2.62 -10.28 -22.45 0.08
H 1.10 -10.53 -23.30 0.07
H 3.70 -7.98 -19.26 0.12
H 2.40 -8.27 -20.34 0.10
H 0.89 -6.85 -18.85 0.07
H 2.33 -6.29 -17.97 0.08
H 2.12 -5.96 -19.68 0.08
C 7.34 -20.21 -27.11 -0.06
C 7.45 -18.78 -27.63 -0.27
O 6.59 -18.49 -28.71 -0.21
P 6.85 -19.16 -30.15 0.41
O 7.36 -20.52 -30.13 -0.20
O 5.44 -18.93 -30.84 -0.28
C 4.43 -19.93 -30.62 -0.29
C 4.51 -21.03 -31.68 -0.04
O 7.76 -18.11 -30.91 -0.16
C 7.56 -16.68 -30.68 -0.23
C 8.84 -16.11 -30.13 -0.06
H 7.74 -20.95 -27.80 0.07
H 7.96 -20.35 -26.21 0.08
H 6.35 -20.41 -26.72 0.07
H 7.12 -18.18 -26.78 0.11
H 8.50 -18.49 -27.78 0.11
H 4.50 -20.38 -29.63 0.12
H 3.46 -19.44 -30.64 0.09
H 4.27 -20.53 -32.62 0.08
H 5.54 -21.36 -31.79 0.07
H 3.84 -21.85 -31.46 0.08
H 7.41 -16.31 -31.70 0.13
H 6.72 -16.49 -30.02 0.09
H 8.98 -16.40 -29.08 0.06
H 9.70 -16.46 -30.69 0.09
H 8.74 -15.02 -30.06 0.06
C 2.25 -12.22 -34.53 -0.07
C 3.28 -13.06 -33.79 -0.23
O 2.99 -13.05 -32.36 -0.19
P 1.99 -14.03 -31.62 0.35
O 0.87 -14.52 -32.41 -0.21
O 2.91 -15.16 -30.96 -0.19
C 3.71 -15.99 -31.81 -0.23
C 3.75 -17.37 -31.21 -0.07
O 1.63 -13.24 -30.29 -0.19
C 0.37 -12.52 -30.27 -0.25
C 0.24 -11.87 -28.89 -0.06
H 2.23 -11.27 -33.99 0.08
H 2.56 -12.03 -35.56 0.08
H 1.26 -12.67 -34.48 0.07
H 3.25 -14.10 -34.12 0.11
H 4.30 -12.69 -33.89 0.12
H 3.32 -16.06 -32.83 0.12
H 4.72 -15.59 -31.90 0.12
H 4.23 -17.40 -30.22 0.07
H 2.78 -17.85 -31.08 0.09
H 4.40 -17.97 -31.86 0.10
H 0.38 -11.71 -31.02 0.12
H -0.48 -13.15 -30.53 0.12
H 0.00 -12.66 -28.17 0.06
H 1.20 -11.46 -28.59 0.06
H -0.50 -11.08 -28.92 0.08
C 8.21 -13.89 -26.40 -0.07
C 7.30 -15.09 -26.31 -0.26
O 5.92 -14.70 -26.29 -0.19
P 4.94 -15.50 -25.31 0.38
O 5.31 -15.44 -23.90 -0.21
O 3.56 -14.83 -25.71 -0.18
C 3.43 -13.40 -25.74 -0.24
C 2.17 -12.97 -25.01 -0.07
O 4.85 -16.92 -25.98 -0.15
C 4.47 -17.04 -27.37 -0.25
C 3.71 -18.33 -27.56 -0.04
H 8.00 -13.17 -25.59 0.08
H 9.26 -14.09 -26.17 0.06
H 8.06 -13.36 -27.34 0.07
H 7.51 -15.73 -27.18 0.11
H 7.51 -15.75 -25.47 0.09
H 4.26 -12.87 -25.26 0.12
H 3.37 -13.13 -26.80 0.11
H 2.08 -11.89 -24.97 0.05
H 1.33 -13.38 -25.57 0.06
H 2.13 -13.38 -24.00 0.08
H 3.89 -16.19 -27.72 0.11
H 5.35 -16.99 -28.01 0.09
H 2.75 -18.29 -27.03 0.08
H 3.53 -18.56 -28.61 0.06
H 4.22 -19.21 -27.15 0.07
C 3.13 -22.44 -27.00 -0.07
C 3.53 -23.68 -26.23 -0.26
O 4.72 -24.21 -26.84 -0.17
P 5.56 -25.29 -26.03 0.37
O 5.71 -25.08 -24.59 -0.22
O 6.89 -25.33 -26.88 -0.17
C 8.16 -24.97 -26.29 -0.25
C 8.79 -26.16 -25.61 -0.07
O 4.88 -26.66 -26.47 -0.18
C 4.13 -27.47 -25.52 -0.26
C 4.60 -28.89 -25.67 -0.08
H 2.27 -21.96 -26.52 0.08
H 3.97 -21.75 -26.96 0.06
H 2.84 -22.62 -28.04 0.08
H 3.78 -23.38 -25.22 0.12
H 2.72 -24.41 -26.28 0.12
H 8.72 -24.58 -27.13 0.12
H 7.98 -24.19 -25.54 0.11
H 9.70 -25.79 -25.13 0.08
H 8.10 -26.57 -24.89 0.07
H 9.08 -26.93 -26.32 0.08
H 4.38 -27.13 -24.51 0.11
H 3.08 -27.38 -25.76 0.12
H 3.85 -29.63 -25.39 0.08
H 4.92 -29.09 -26.69 0.08
H 5.49 -29.11 -25.07 0.08
C 0.93 -15.94 -28.33 0.06
N 0.19 -17.23 -28.23 -0.44
O -0.11 -17.63 -27.12 0.05
O -0.04 -17.81 -29.26 0.08
H 1.51 -16.07 -29.24 0.08
H 1.55 -15.72 -27.46 0.08
H 0.18 -15.20 -28.55 0.10
C -2.62 -12.73 -23.09 0.06
N -1.64 -12.91 -24.20 -0.44
O -0.61 -13.50 -23.98 0.04
O -1.88 -12.34 -25.24 0.08
H -2.22 -12.04 -22.35 0.09
H -2.63 -13.72 -22.62 0.11
H -3.58 -12.48 -23.50 0.09
C 0.33 -16.65 -24.27 0.04
N 0.53 -17.48 -23.04 -0.44
O 0.60 -18.69 -23.21 0.05
O 0.54 -16.93 -21.96 0.07
H 1.10 -17.04 -24.93 0.08
H 0.59 -15.63 -24.04 0.07
H -0.67 -16.84 -24.65 0.10
C 5.18 -11.92 -29.29 0.06
N 6.06 -13.09 -29.49 -0.44
O 5.67 -14.15 -29.08 0.07
O 7.11 -12.92 -30.04 0.07
H 5.51 -11.43 -28.38 0.10
H 4.17 -12.29 -29.18 0.08
H 5.25 -11.26 -30.15 0.10
C 11.01 -18.14 -25.58 0.05
N 11.16 -16.75 -26.02 -0.44
O 10.31 -16.25 -26.71 0.04
O 12.17 -16.16 -25.70 0.09
H 11.98 -18.61 -25.45 0.10
H 10.47 -18.70 -26.33 0.09
H 10.44 -18.13 -24.65 0.10
C 3.39 -8.13 -25.83 0.05
N 3.08 -9.20 -26.80 -0.42
O 3.78 -9.34 -27.79 0.06
O 2.10 -9.90 -26.54 0.05
H 3.03 -8.45 -24.86 0.09
H 2.91 -7.21 -26.16 0.11
H 4.47 -7.98 -25.84 0.10
C 7.61 -17.58 -22.54 0.04
N 7.13 -17.29 -21.16 -0.42
O 6.29 -18.02 -20.67 0.08
O 7.62 -16.31 -20.60 0.04
H 7.52 -18.65 -22.66 0.10
H 8.61 -17.18 -22.55 0.07
H 6.97 -17.06 -23.25 0.07
C 10.86 -13.73 -28.70 0.05
N 10.39 -12.31 -28.79 -0.45
O 10.19 -11.73 -27.74 0.05
O 10.28 -11.81 -29.88 0.08
H 10.88 -14.06 -29.73 0.09
H 10.19 -14.34 -28.11 0.04
H 11.83 -13.60 -28.22 0.11
C 8.20 -13.86 -22.91 0.07
N 9.42 -14.43 -23.55 -0.42
O 10.40 -13.72 -23.58 0.09
O 9.34 -15.55 -24.02 0.01
H 7.91 -14.52 -22.09 0.08
H 7.41 -13.90 -23.66 0.07
H 8.46 -12.86 -22.61 0.10
```

=====

3.
ORCA calculation (ωB97M-V/def2-TZVPD) on a molecular structure, C2H7IN2O2S.

The value obtained for the lowest unoccupied orbital energy is -0.0294 Ha. The gap between HOMO and LUMO is 8.4 eV. The energy above the lowest of the compared OMol25 structures with the same formula, charge and spin is 17.1 kcal per mole. Its highest occupied orbital energy is -9.23 eV. The molar mass comes out at 250.06 Da. The total energy comes out at -1036.16331 Ha.

The geometry in XYZ format:
```
15
Properties=species:S:1:pos:R:3:lowdin_charge:R:1
C -2.96 0.43 -1.53 -0.17
C 0.77 0.73 1.08 -0.35
N -2.54 0.82 -0.42 0.01
N 1.55 0.10 0.02 -0.80
O 1.89 -2.18 -1.05 -0.45
O 1.74 -1.98 1.39 -0.32
S 1.07 -1.53 -0.08 0.82
I 3.48 0.97 0.08 0.80
H -2.55 -0.35 -2.26 0.08
H -3.62 1.06 -2.17 0.06
H 2.50 -2.47 0.94 0.07
H 1.32 0.61 2.05 0.07
H 0.67 1.82 1.05 0.06
H -0.23 0.30 1.05 0.04
H -3.10 1.67 -0.15 0.07
```

=====

4.
ORCA calculation (ωB97M-V/def2-TZVPD) on 7 unconnected molecules or ions with the total composition C41H101F6N5O8P.

The value obtained for the lowest unoccupied orbital energy is -0.1908 Ha. The gap between HOMO and LUMO is 9.2 eV. The energy above the lowest of the compared OMol25 structures with the same formula, charge and spin is 0.0 kcal per mole. Its highest occupied orbital energy is -14.34 eV. The molar mass comes out at 937.25 Da. As for the charge: +3. The total energy comes out at -3438.29937 Ha.

The geometry in XYZ format:
```
162
Properties=species:S:1:pos:R:3:lowdin_charge:R:1
C -1.49 4.56 3.47 -0.04
C -0.40 3.57 3.12 -0.16
N 0.14 2.80 4.29 -0.25
C -0.83 1.75 4.67 0.00
C 1.38 2.09 3.79 -0.13
C 2.66 2.92 3.65 -0.03
C 0.42 3.74 5.41 -0.09
C 1.15 3.21 6.64 -0.19
O 0.51 2.06 7.14 -0.22
C 1.25 1.37 8.14 -0.06
H -2.11 4.28 4.32 0.09
H -2.18 4.86 2.69 0.05
H -1.00 5.49 3.79 0.09
H 0.41 3.92 2.49 0.14
H -0.86 2.79 2.50 0.10
H -1.06 1.16 3.78 0.08
H -1.70 2.19 5.14 0.12
H -0.38 1.04 5.35 0.08
H 1.08 1.61 2.87 0.13
H 1.61 1.36 4.57 0.13
H 2.63 3.59 2.79 0.09
H 3.42 2.19 3.40 0.10
H 2.87 3.45 4.57 0.06
H -0.44 4.31 5.73 0.13
H 1.11 4.46 4.96 0.14
H 1.08 4.00 7.39 0.15
H 2.20 2.97 6.43 0.12
H 1.55 2.05 8.94 0.10
H 2.02 0.76 7.66 0.08
H 0.50 0.74 8.62 0.09
C -4.57 -1.92 3.12 -0.04
C -3.10 -1.99 2.71 -0.15
N -2.20 -2.61 3.76 -0.25
C -2.68 -3.98 4.10 0.03
C -0.82 -2.72 3.17 -0.17
C -0.67 -3.54 1.94 -0.06
C -2.26 -1.78 5.01 -0.08
C -1.15 -1.95 6.01 -0.20
O 0.08 -1.49 5.50 -0.21
C 1.14 -1.70 6.39 -0.10
H -4.73 -1.15 3.87 0.09
H -4.92 -2.92 3.37 0.08
H -5.14 -1.64 2.24 0.08
H -2.74 -0.98 2.52 0.11
H -2.88 -2.55 1.81 0.12
H -2.68 -4.60 3.21 0.10
H -3.69 -3.91 4.49 0.10
H -2.00 -4.37 4.85 0.12
H -0.18 -3.12 3.95 0.13
H -0.44 -1.70 3.09 0.13
H 0.40 -3.68 1.78 0.11
H -0.97 -3.06 1.01 0.05
H -1.13 -4.52 2.04 0.08
H -3.17 -2.13 5.50 0.14
H -2.43 -0.73 4.78 0.14
H -1.05 -2.99 6.36 0.14
H -1.41 -1.37 6.90 0.15
H 2.05 -1.19 6.04 0.09
H 1.45 -2.75 6.49 0.10
H 0.99 -1.27 7.39 0.08
C -1.11 -5.68 -4.49 -0.04
C -1.19 -4.36 -3.74 -0.13
N -2.52 -3.64 -3.90 -0.27
C -3.58 -4.37 -3.21 0.00
C -2.39 -2.25 -3.32 -0.16
C -2.12 -2.19 -1.84 -0.06
C -2.95 -3.55 -5.38 -0.06
C -2.11 -2.79 -6.35 -0.18
O -1.12 -3.67 -6.86 -0.20
C -0.44 -3.12 -7.97 -0.08
H -1.10 -5.56 -5.57 0.07
H -1.96 -6.31 -4.24 0.08
H -0.19 -6.19 -4.20 0.10
H -0.48 -3.71 -4.25 0.13
H -1.01 -4.48 -2.68 0.12
H -3.29 -4.57 -2.18 0.11
H -3.81 -5.27 -3.77 0.11
H -4.50 -3.79 -3.28 0.12
H -3.34 -1.77 -3.57 0.14
H -1.65 -1.69 -3.88 0.10
H -1.95 -1.15 -1.55 0.07
H -1.25 -2.74 -1.48 0.08
H -2.99 -2.48 -1.24 0.08
H -3.96 -3.15 -5.28 0.14
H -3.08 -4.59 -5.66 0.14
H -1.66 -1.87 -5.99 0.12
H -2.74 -2.48 -7.20 0.15
H 0.45 -3.71 -8.14 0.10
H -0.15 -2.09 -7.76 0.09
H -1.04 -3.09 -8.89 0.10
C -2.24 2.59 -2.91 -0.03
C -3.64 3.04 -2.58 -0.15
N -4.14 2.66 -1.18 -0.27
C -5.45 3.31 -0.97 0.03
C -4.35 1.18 -1.22 -0.18
C -4.89 0.53 0.03 -0.05
C -3.18 3.01 -0.08 -0.07
C -2.74 4.44 -0.06 -0.19
O -3.77 5.19 0.55 -0.21
C -3.49 6.55 0.77 -0.09
H -2.15 1.51 -2.82 0.07
H -1.50 3.01 -2.22 0.09
H -1.92 3.00 -3.86 0.11
H -4.42 2.69 -3.25 0.13
H -3.74 4.13 -2.57 0.13
H -5.33 4.39 -0.99 0.11
H -5.86 2.97 -0.02 0.11
H -6.08 3.10 -1.83 0.12
H -3.36 0.74 -1.32 0.11
H -4.92 0.94 -2.11 0.14
H -5.91 0.85 0.22 0.09
H -4.28 0.69 0.92 0.08
H -4.91 -0.55 -0.12 0.08
H -2.36 2.31 -0.16 0.11
H -3.76 2.82 0.83 0.14
H -2.50 4.85 -1.05 0.13
H -1.84 4.55 0.55 0.12
H -4.30 6.95 1.38 0.10
H -3.40 7.12 -0.16 0.10
H -2.60 6.75 1.39 0.09
C 9.40 -1.17 -3.90 -0.05
C 8.94 0.00 -3.05 -0.18
N 7.44 0.15 -2.86 -0.27
C 7.30 1.43 -2.10 0.02
C 6.80 0.18 -4.25 -0.12
C 5.54 1.03 -4.32 -0.05
C 6.97 -1.03 -2.07 -0.09
C 5.49 -1.10 -1.78 -0.20
O 5.07 -0.03 -0.96 -0.20
C 3.68 -0.15 -0.65 -0.07
H 10.48 -1.24 -3.81 0.10
H 9.20 -0.99 -4.96 0.09
H 8.96 -2.12 -3.64 0.08
H 9.31 0.95 -3.42 0.14
H 9.37 -0.06 -2.05 0.13
H 7.69 2.24 -2.71 0.12
H 7.81 1.26 -1.16 0.12
H 6.26 1.64 -1.92 0.09
H 6.67 -0.85 -4.56 0.14
H 7.55 0.70 -4.84 0.13
H 5.01 1.09 -3.38 0.06
H 4.83 0.68 -5.07 0.09
H 5.78 2.04 -4.64 0.09
H 7.53 -1.00 -1.13 0.15
H 7.24 -1.96 -2.55 0.13
H 5.34 -2.07 -1.29 0.14
H 4.92 -1.03 -2.72 0.12
H 3.10 -0.14 -1.57 0.06
H 3.32 0.69 -0.06 0.09
H 3.50 -1.06 -0.07 0.10
O -0.07 1.29 -0.29 0.04
C -0.44 0.30 0.62 -0.78
O -0.13 -0.87 0.32 -0.03
O -1.07 0.68 1.65 -0.10
H 0.38 0.68 -0.91 0.07
P 1.23 0.00 -4.13 0.15
F 1.71 0.53 -5.55 -0.13
F -0.34 0.27 -4.54 -0.19
F 1.02 -1.52 -4.67 -0.17
F 0.74 -0.45 -2.65 -0.17
F 2.75 -0.39 -3.76 -0.16
F 1.34 1.50 -3.56 -0.15
```

=====

5.
ORCA calculation (ωB97M-V/def2-TZVPD) on a single C12H7BrO4S molecule.

The value obtained for the lowest unoccupied orbital energy is -0.0527 Ha. The gap between HOMO and LUMO is 8.1 eV. Its highest occupied orbital energy is -9.51 eV. The molar mass comes out at 327.15 Da. The total energy comes out at -3734.58660 Ha. Its SMILES is O=C(O)Cc1ccc(Br)c2c1C(=O)C(S)=CC2=O.

The geometry in XYZ format:
```
25
Properties=species:S:1:pos:R:3:lowdin_charge:R:1
O 3.79 -0.54 1.03 0.11
C 2.85 -0.69 0.30 -0.49
O 2.68 0.14 -0.79 0.08
C 1.75 -1.80 0.53 -0.03
C 0.37 -1.45 -0.11 -0.11
C -0.25 -2.45 -1.02 0.00
C -1.54 -2.20 -1.66 -0.09
C -2.21 -0.91 -1.40 -0.52
Br -3.93 -0.68 -2.33 0.72
C -1.65 0.11 -0.52 -0.07
C -0.34 -0.19 0.14 -0.01
C 0.21 0.88 1.10 -0.32
O 0.95 0.65 2.03 0.09
C -0.24 2.39 0.93 -0.49
S 0.85 3.67 1.61 0.76
C -1.43 2.61 0.30 0.01
C -2.34 1.47 -0.23 -0.32
O -3.52 1.69 -0.38 0.06
H 3.21 0.95 -0.65 0.13
H 2.13 -2.70 -0.04 0.13
H 1.69 -2.11 1.60 0.14
H 0.25 -3.44 -1.21 0.12
H -1.99 -2.98 -2.32 0.10
H 0.47 3.91 2.92 -0.10
H -1.76 3.68 0.21 0.13
```

=====

6.
ORCA calculation (ωB97M-V/def2-TZVPD) on a molecular structure, F3N.

The value obtained for the lowest unoccupied orbital energy is -0.0430 Ha. The gap between HOMO and LUMO is 11.6 eV. The energy above the lowest of the compared OMol25 structures with the same formula, charge and spin is 1.4 kcal per mole. Its highest occupied orbital energy is -12.76 eV. The molar mass comes out at 71.00 Da. The total energy comes out at -354.12299 Ha.

The geometry in XYZ format:
```
4
Properties=species:S:1:pos:R:3:lowdin_charge:R:1
N 0.18 0.01 0.44 0.00
F 0.62 -0.94 -0.17 0.14
F -1.44 -0.19 -0.10 -0.19
F 0.64 1.12 -0.17 0.05
```